286
Properties=species:S:1:pos:R:3:forces:R:3 method="wB97M-V/def2-TZVPD" e_lumo_ev=0.5
As 1.79499 3.40507 6.60107 -1.98 -2.12 0.00
As -0.69388 -0.57022 -5.62401 0.12 -1.09 -0.69
As 3.69825 1.65519 -0.31670 0.97 -1.71 0.80
S 3.22314 -4.94458 4.18677 -0.15 2.31 2.52
S 2.26568 -2.56905 2.93670 0.01 -1.54 1.63
F 1.24216 2.87214 4.99889 -0.02 0.72 0.47
F 2.33808 3.69890 8.22331 -0.13 0.36 -0.50
F 4.94871 2.82531 -0.61353 -0.42 0.10 0.24
F -1.07744 0.18867 -7.17148 -0.67 -0.32 1.24
F 2.52421 0.33226 -0.08002 0.26 0.98 -0.23
F 2.45984 2.88600 -0.32244 0.28 -0.31 -0.38
F -0.91623 0.89452 -4.65536 -0.13 -0.32 -0.92
F 4.90760 0.36984 -0.37848 0.07 0.48 0.63
F 3.80975 1.80068 1.42282 0.08 0.10 -0.92
F 1.99583 -5.74291 3.62921 -0.69 0.29 -0.01
F 2.09520 -2.76927 1.38914 -0.38 -0.42 -0.14
F 3.60382 1.37083 -2.02777 -0.71 0.56 -0.43
F 3.30074 3.88253 5.94155 -0.01 0.60 -0.01
F -0.38858 -2.14370 -6.51477 -0.43 1.26 1.08
F 0.93539 -0.12988 -6.00177 0.25 -0.16 0.87
F -0.36773 -1.34264 -4.06673 1.06 0.01 -0.50
F 2.43309 1.76393 6.70455 0.00 -0.10 0.47
F 0.99964 4.93465 6.35589 0.71 -0.10 0.16
F 0.22087 2.79585 7.30293 1.40 0.53 -0.69
F -2.31564 -1.12181 -5.28090 -0.16 0.62 -0.83
O -4.59031 -2.18121 -0.24263 -0.15 -0.53 -0.16
O 1.40569 -2.44776 7.70196 0.13 0.85 1.19
O 5.08806 -5.71476 -0.47229 -0.79 0.47 -0.51
O 2.73799 -1.25227 3.03163 1.18 1.56 0.01
O -2.93472 4.25971 0.12990 1.10 -0.84 -1.54
O 2.70611 7.36670 -2.53405 0.15 -0.44 0.63
O 0.14708 4.77588 2.37385 1.36 -0.35 0.01
O -3.64123 -3.65517 -1.51507 -0.29 -0.76 -0.17
O -0.57494 -6.76257 -0.76531 1.02 0.78 0.24
O 0.32777 -4.95689 0.07728 0.24 -0.48 0.06
O 2.95701 -4.56591 5.57555 -0.57 -0.50 -1.66
O -6.33686 4.99274 -2.88593 -1.07 0.44 1.47
O 1.06514 -5.75796 -1.79255 -0.22 -0.26 0.41
O 0.99626 -2.78403 3.58313 0.00 -0.70 -0.84
O 0.89617 -5.20078 -5.80442 0.28 -0.30 0.31
O -3.74921 -2.80529 3.33868 0.13 -0.14 0.78
O -3.74736 -1.60004 -2.11821 0.00 0.41 -1.10
O -1.79809 4.92963 -5.50824 -0.89 -0.17 -0.78
O -4.90313 3.64865 -0.55224 -1.21 -1.71 -2.64
O 4.28641 -5.84537 4.02796 1.34 -0.75 -0.81
O -4.64550 4.70126 1.26183 -0.81 0.23 0.38
O 0.04155 5.93226 -5.95668 0.38 0.34 0.42
O -0.96192 0.50230 3.11652 1.08 0.58 -0.27
O -0.51371 5.38860 -3.90113 1.05 0.64 0.38
N 4.25118 -1.31088 7.72365 -2.03 0.13 0.11
N -2.17661 5.73764 3.79139 0.33 1.05 0.89
N -4.03313 -2.49560 -1.32570 0.51 1.03 1.69
N -2.44171 -5.17981 2.50459 0.30 -0.57 -1.39
N 3.38703 -3.64606 3.28236 -0.67 -0.16 -0.64
N -2.11593 -5.15809 -4.27837 0.63 1.61 0.19
N 3.78933 -3.19035 -2.28959 -0.75 -1.15 -0.18
N 0.30315 -5.84504 -0.79884 -1.13 -0.03 -0.89
N -0.73886 5.44293 -5.12873 -0.67 -0.67 0.01
N 3.71364 4.92122 -4.30216 0.61 0.67 0.77
N -4.45204 3.04911 -4.41363 0.55 0.54 -0.40
N -4.17403 4.16836 0.22298 0.89 2.28 3.80
N -0.84599 0.66454 0.16797 0.49 -2.02 -0.49
C -1.67029 -3.90939 2.80522 0.52 -0.41 -2.44
C -4.69921 2.41036 -6.90650 -0.36 0.87 0.59
C 5.34805 1.03445 7.73213 2.17 0.52 -0.66
C 0.14981 1.15690 2.48322 -1.70 0.64 -0.83
C -1.92731 4.30335 4.15085 0.56 -0.07 0.66
C -3.63309 6.08915 3.88477 0.82 -0.67 1.46
C -6.75029 5.86280 -1.76383 1.08 -0.13 -1.34
C 2.89079 -0.84016 8.45443 1.96 0.47 -1.04
C -1.42949 -6.26689 2.53881 0.26 -1.19 -1.94
C 5.02861 -6.16006 0.87209 -0.42 0.59 0.77
C 4.78811 -2.49830 -1.40286 -0.27 -0.20 0.54
C 3.90826 -4.72674 -2.28751 0.41 -0.35 -0.53
C -3.05804 -5.05791 1.12788 -2.01 0.06 0.38
C 1.64506 -1.04215 7.70852 -0.13 -1.26 -2.36
C -2.94553 -4.42376 -5.29927 -0.51 -1.41 0.15
C 4.03419 -1.22821 6.19583 0.67 0.04 -0.25
C -3.48436 -5.53580 3.44912 -2.09 0.41 1.20
C 4.07558 6.28897 -4.89901 1.22 0.38 -0.62
C 3.74268 -5.48676 -1.00660 0.85 -0.06 1.33
C -2.63501 3.29195 3.24915 0.31 0.51 0.35
C -0.22331 -0.73171 0.34135 -0.25 0.63 0.90
C -0.26908 6.06943 2.12610 -1.02 0.72 -0.38
C -0.36013 -5.67681 -6.24035 -0.31 0.92 1.00
C -0.74556 -1.83394 -0.53061 2.01 -0.17 0.58
C 4.79441 3.88788 -4.52867 -0.80 -0.01 0.85
C -5.50322 0.79874 -3.65865 0.09 0.71 0.10
C -4.88542 4.46770 -4.70630 -0.26 1.45 -0.85
C 3.68233 5.19792 -2.75225 -0.46 -1.34 -0.76
C -4.67695 -1.76546 3.09473 1.04 1.96 -0.27
C -2.52940 -2.66157 2.60609 0.04 -0.03 2.40
C 4.05196 -1.36214 -4.16498 0.20 -0.22 1.41
C -3.83653 2.45917 -5.68032 0.81 -0.32 0.40
C -4.13704 -3.58251 -4.85346 -0.31 -1.66 -0.59
C -0.54560 1.06236 -1.22608 1.44 -0.94 -1.64
C -5.13884 5.40633 -3.48022 -0.47 -0.30 -0.89
C -0.55987 2.55194 -1.49128 1.16 -0.75 -1.75
C -3.70352 -7.12642 -3.67025 -0.33 0.92 -1.13
C -5.67645 2.29718 -4.07708 -2.19 -1.30 -0.03
C 2.40556 4.45087 -4.85427 -0.46 1.17 0.96
C 5.37120 -1.56335 5.48354 -1.39 -0.43 -1.02
C 1.80215 3.30995 -4.06540 -0.33 0.07 -0.71
C -1.39655 6.59261 4.73100 2.05 0.57 0.02
C 4.60360 -2.75999 8.11968 -0.64 2.09 0.86
C -1.71776 6.06907 2.43362 -1.77 -1.88 -1.66
C 1.57006 4.74793 2.26717 0.17 -1.36 0.30
C -1.65661 6.32760 6.17997 1.75 2.21 -0.30
C 2.39855 -2.81459 -1.87196 0.12 1.17 0.91
C -3.34305 3.03779 -3.34069 -0.13 0.09 0.01
C -3.54755 -6.40152 0.55686 1.15 0.69 -1.26
C -0.18088 1.60924 1.05877 1.64 0.16 0.86
C 0.39666 -2.89282 6.86049 -0.44 1.00 -2.09
C 1.59289 8.16934 -2.23696 -0.42 0.05 1.15
C 2.53686 6.00756 -2.18889 -1.53 -0.82 -2.52
C 5.34190 -0.38199 8.22305 0.53 -1.51 1.05
C 6.25469 -2.64658 -1.72644 -0.53 -0.25 0.06
C 4.00473 -2.84957 -3.74603 -1.46 0.21 -1.11
C -0.47397 0.06088 4.36335 -2.08 -0.69 1.20
C -2.27555 0.63228 0.41934 -0.51 2.84 2.26
C -2.98633 -5.47890 4.86969 -0.56 1.25 1.40
C 4.14236 6.44167 -6.45135 -0.07 0.41 0.84
C -1.21060 -6.08914 -5.03330 0.72 -0.37 1.71
C 1.83999 -6.23589 -5.48912 0.26 0.32 -0.29
C -2.97861 -5.90533 -3.26330 1.43 1.16 -0.12
C -1.28651 -4.09771 -3.47091 0.30 -2.18 -0.62
H 0.14401 6.88261 2.73098 1.10 -0.32 -0.10
H -1.56509 2.83383 -1.38568 -1.29 1.13 0.26
H -1.95829 -1.82242 3.02318 0.02 0.08 -0.33
H 4.48321 2.86896 -4.23270 -0.19 0.74 -0.08
H -7.50646 5.33207 -1.15185 0.67 0.34 -0.45
H 3.52677 -0.27007 5.91884 1.08 -0.42 0.45
H -4.85597 -4.20226 -4.30402 0.05 -0.05 -0.20
H 1.24043 8.13468 -1.17462 0.72 -0.19 -0.35
H -2.89830 -2.44492 1.64832 0.50 0.11 -1.99
H 4.40517 1.49562 7.71296 -1.27 0.70 0.23
H 1.93972 5.33486 3.10659 0.54 0.01 -0.05
H -2.63532 -6.92159 0.20954 -0.64 -0.31 0.42
H 6.03433 -6.35573 1.34524 -0.96 -0.18 -1.11
H -0.31803 2.60371 -2.60836 -0.23 0.36 1.61
H 6.40308 -2.17745 -2.68476 0.63 0.11 -0.34
H -4.10837 1.84802 -7.60320 0.10 -0.26 -0.62
H 2.59944 4.27052 -5.91737 -0.36 -0.21 0.32
H 0.45798 -2.36826 5.83750 0.21 -1.00 1.18
H 2.77396 -1.36309 9.38434 0.48 -0.38 0.50
H -5.25704 6.46647 -3.83823 0.37 -0.81 -0.01
H -3.70273 3.31023 3.35428 -0.66 0.41 0.16
H -4.05575 -7.04882 -4.69156 -0.22 -0.25 -0.30
H -4.33409 -0.75702 3.62328 -0.73 -1.93 -0.97
H 3.21029 -3.39529 -4.31313 0.49 0.43 0.57
H 6.07666 1.68313 8.34665 -1.13 -1.16 -0.91
H -3.89284 -4.35094 1.28343 0.30 -0.36 -0.33
H -4.57608 -3.39667 -5.84235 -0.25 0.68 0.46
H -0.12186 6.29355 1.04771 -0.19 0.25 0.45
H 4.93742 -3.30820 -4.01437 0.48 -0.21 -0.13
H 1.67680 -6.96792 -6.31401 0.85 -0.09 0.93
H -4.56060 -7.17000 -3.04066 -0.71 -0.46 0.51
H 0.82031 1.75237 0.61153 -0.66 0.45 0.27
H 0.51207 -0.37624 4.31232 0.43 0.11 -0.09
H 3.16106 -5.17160 -2.96331 0.29 0.85 -0.14
H 0.93095 0.46401 2.46811 1.45 -1.21 -0.29
H 1.70526 -3.08299 -2.63633 -0.38 -0.42 -0.60
H -2.38235 2.27687 3.54371 0.59 0.03 -0.22
H -0.76318 -5.89502 3.28113 1.30 -0.52 0.13
H -2.26221 -6.16312 -2.50616 0.23 -0.07 0.63
H -1.76920 -1.88201 -0.33907 -1.86 -0.57 -0.23
H 4.93024 -4.86013 -2.66637 -0.41 -0.50 0.03
H 6.15767 -0.86201 5.75182 0.31 -0.52 0.10
H 6.58296 -3.68723 -1.74373 0.06 0.12 0.08
H 5.69518 1.03985 6.66075 -0.21 0.18 1.04
H 4.51332 -1.46740 -1.41040 -0.15 0.81 -0.32
H 2.07167 -3.26566 -0.91241 0.58 0.13 -0.70
H -1.17618 -0.75441 4.67222 0.55 0.55 0.07
H -4.15323 -6.29417 -0.36887 0.33 0.56 0.68
H -3.98987 -2.73080 -4.23514 0.58 0.93 0.08
H 5.00051 5.90147 -6.86642 -0.30 0.14 -0.12
H 0.83435 -0.56738 0.22002 0.17 -0.09 0.19
H -2.26896 6.92565 2.19375 -0.19 1.75 -0.61
H -2.28070 -6.24179 5.12574 0.22 -0.93 -0.07
H 4.32102 -7.02230 0.89644 0.70 0.34 0.53
H -2.66299 6.30415 6.33357 -2.82 -0.28 0.86
H 2.99401 0.23010 8.63138 0.28 -0.11 -0.01
H 5.32672 -0.51342 9.34490 -0.10 0.39 -1.11
H -0.55840 0.87994 5.09720 0.43 -0.29 -0.08
H -0.82703 4.26408 4.18238 -0.56 -0.63 -0.35
H -4.34283 5.36300 -2.73856 0.36 0.06 -0.10
H -2.19014 4.28848 5.20331 -0.55 -0.65 0.00
H -1.88198 -6.85419 -5.40297 0.05 -0.55 0.35
H -2.24277 -3.88191 -5.92934 -0.20 0.12 0.04
H -0.50776 -1.62629 -1.56910 -0.19 -0.45 -0.25
H -0.32105 -6.63039 -6.76941 0.57 0.08 -0.49
H -1.16815 0.49137 -1.97124 0.03 0.70 1.02
H 4.56945 -2.77227 -0.38550 -0.15 -0.63 0.41
H -0.79792 2.48878 1.00243 0.15 0.59 0.30
H 0.56535 -3.95007 6.77836 -0.13 -0.47 -0.41
H 0.96726 -0.40712 8.23288 -1.34 0.11 0.48
H 6.79573 -2.09090 -0.95273 -0.01 -0.15 -0.26
H -2.39346 -4.55689 5.07644 -1.14 -0.38 0.12
H 2.82423 -5.74341 -5.50893 -0.19 -0.24 -0.67
H 1.94537 3.67682 2.35711 -0.52 1.48 -0.22
H 1.42056 3.62974 -3.07166 -0.12 -0.22 -1.06
H -3.75311 7.12993 3.77173 0.06 1.29 -0.55
H 5.61565 4.15979 -3.89987 0.65 0.17 0.25
H 4.64612 5.63589 -2.53953 0.21 0.14 0.14
H -5.83343 6.15702 -1.19075 -0.90 -0.46 -0.10
H 4.62088 -2.75926 9.20459 0.66 0.02 0.14
H -6.28931 2.86199 -3.32722 1.14 -0.52 -0.28
H -3.55060 1.43140 -5.41848 -0.04 0.32 0.08
H 3.80135 -3.38858 7.88961 -1.37 -0.77 -0.89
H 4.18424 7.53711 -6.77081 0.13 -1.45 0.78
H -2.67735 3.92541 -3.56569 -0.68 -1.12 0.34
H 4.63326 -5.31079 1.46475 -0.15 -0.64 0.02
H -2.35904 -4.56520 0.49995 0.76 0.14 -0.65
H 3.02953 -4.95615 -0.34582 0.77 0.06 0.32
H -4.15456 -6.95051 1.24310 -0.16 -0.52 0.50
H -0.78635 -4.89357 -6.89358 0.17 -0.45 0.35
H -1.03970 -6.45466 1.46903 0.00 0.73 1.94
H -0.42415 -3.90392 -4.10324 -0.05 0.36 -0.11
H 5.56181 -2.66840 5.52752 0.36 1.13 0.54
H -3.99185 5.89308 4.90482 0.07 -0.52 -0.53
H -0.47361 -0.94242 1.37054 0.26 -0.31 0.37
H 3.21201 -6.45072 -1.11688 0.52 0.28 -0.50
H -3.74085 -6.58984 3.29358 -0.27 0.42 -0.46
H 5.08727 3.88440 -5.54888 0.14 0.11 -0.94
H -0.30843 6.42575 4.52610 -0.96 -0.25 0.24
H -6.37023 2.35538 -4.98995 1.20 -0.15 1.18
H 3.62554 4.19803 -2.30761 0.17 0.22 0.00
H 3.19923 6.06694 -6.82066 -0.12 -0.14 -0.57
H 0.12193 3.16903 -0.86048 -0.54 -0.57 -0.80
H -7.14609 6.78017 -2.24601 -0.11 -0.34 0.51
H -3.06865 -7.95475 -3.54699 0.47 -1.37 0.01
H 5.03046 -1.04227 -3.73448 -0.80 0.60 -0.73
H 1.60513 -0.72371 6.62901 0.33 0.19 1.08
H 1.52965 5.56124 -2.59166 1.52 1.09 0.57
H -2.44052 3.52072 2.19546 0.16 -0.55 0.28
H -2.92586 3.00833 -5.88816 0.17 0.21 0.31
H -5.81275 4.43182 -5.36351 0.95 -0.13 1.12
H -2.18630 5.30611 1.80101 0.07 0.25 -0.09
H 0.55357 2.00563 3.04496 -0.52 0.16 0.06
H -5.06858 0.07973 -4.34848 -0.26 0.34 -0.81
H 6.24141 -0.88967 7.87633 0.24 0.13 0.24
H -0.23941 -2.77015 -0.13542 -0.65 0.95 -0.81
H 1.87978 -6.67054 -4.44909 -1.14 0.17 -0.86
H 5.07602 6.50245 -4.45339 -0.77 0.10 -0.28
H -1.50742 7.67086 4.49648 -0.60 -0.65 -0.19
H -0.63224 -2.69324 7.17104 0.02 0.06 0.65
H -2.72820 0.10813 -0.34559 -1.33 -1.29 -1.30
H 3.22516 -0.73309 -3.74921 0.70 -0.61 -0.30
H -2.47027 0.30476 1.45524 0.10 -0.37 -0.71
H -1.13538 -4.05272 3.72825 -0.38 0.49 0.56
H -4.90304 3.43203 -7.32693 -0.15 -1.12 0.36
H 2.38273 -1.71734 -1.77436 -0.02 -0.36 0.06
H 3.30625 -1.98157 5.90412 0.01 -0.33 0.42
H -0.89057 -4.68048 -2.58417 -0.82 1.32 -0.71
H -3.82688 3.06177 -2.33955 0.31 0.33 -0.72
H 2.51365 2.54001 -3.87160 0.51 -0.77 0.07
H -1.92438 -3.22295 -3.37986 0.22 -0.12 0.72
H 0.45395 0.59649 -1.40643 -0.41 0.79 0.06
H -4.10544 5.54397 3.11615 -0.94 -0.59 -0.74
H 3.33880 6.99672 -4.51835 0.20 -0.30 0.14
H -4.85994 0.61558 -2.81324 0.16 0.54 0.68
H 1.72859 5.31989 -4.71541 0.35 -0.50 -0.67
H -4.37653 -4.83868 3.27191 1.40 -1.27 0.42
H 5.21499 -1.45890 4.39682 -0.17 0.34 0.36
H -5.64577 -2.08563 3.46955 0.05 0.08 0.12
H -3.59886 -5.12187 -2.88814 -0.41 0.25 0.38
H 0.73178 7.82640 -2.78543 -0.39 0.18 -0.71
H 1.05536 2.88540 -4.77076 -0.06 0.14 1.03
H -2.76712 2.08888 -3.41993 -0.47 0.67 -0.27
H 2.52735 5.81634 -1.14362 0.11 0.13 1.24
H 1.90526 9.18880 -2.42827 -0.29 0.14 -0.31
H -4.74162 -1.58579 1.98829 -0.11 0.01 0.89
H -4.11707 4.92503 -5.36188 -0.09 -0.32 0.66
H -3.87027 -5.58069 5.56936 1.12 0.33 -0.69
H -0.45569 -6.42851 -4.22608 -1.34 -0.11 -1.27
H -2.62213 1.71266 0.43388 0.19 -1.17 -0.43
H 1.84283 5.20140 1.30473 0.30 -0.23 0.16
H 4.01196 -1.28969 -5.26371 0.21 -0.09 0.51
H -5.56808 1.82200 -6.60654 -0.30 0.27 -0.88
H -6.48556 0.44713 -3.35662 -0.13 -0.09 -0.09
H -1.84889 -7.23399 2.86463 -0.09 0.61 -0.04
H -3.37175 -5.31312 -5.82389 0.19 0.95 -0.39
H -1.15452 5.49784 6.55918 0.62 -1.49 0.51
H -0.80660 -4.00422 2.06441 -1.21 0.69 0.61
H -1.27796 7.19336 6.74293 -0.05 -0.21 -0.12
H 5.48673 -3.10579 7.63495 0.72 0.09 -0.10